1.
44
Properties=species:S:1:pos:R:3 method="wB97M-V/def2-TZVPD" total_energy_ha=-1281.2427 homo_ev=-7.909 smiles="CCN(CC)CCCNS(=O)(=O)c1ccc(OC)cc1" gap_ev=8.58
C -3.634 -0.277 2.501
H -2.808 0.129 3.079
H -3.834 -1.286 2.852
H -4.518 0.331 2.682
C -3.280 -0.312 1.009
N -3.077 0.981 0.385
C -4.298 1.710 0.092
C -4.813 1.367 -1.305
H -5.046 0.308 -1.375
H -5.712 1.937 -1.528
H -4.053 1.596 -2.048
H -4.094 2.783 0.138
H -5.087 1.497 0.828
C -2.011 1.777 0.953
H -1.312 1.113 1.465
C -1.256 2.519 -0.156
C -0.394 1.564 -0.982
N 0.801 1.116 -0.293
S 0.772 -0.296 0.607
O -0.228 -1.164 0.060
O 0.731 0.008 2.013
C 2.387 -0.932 0.206
C 2.553 -1.627 -0.973
C 3.803 -2.106 -1.325
C 4.892 -1.880 -0.485
C 4.707 -1.173 0.709
C 3.458 -0.702 1.052
H 3.289 -0.169 1.974
H 5.562 -1.015 1.347
O 6.157 -2.299 -0.727
C 6.419 -3.033 -1.902
H 7.483 -3.261 -1.873
H 5.850 -3.966 -1.927
H 6.200 -2.446 -2.799
H 3.917 -2.652 -2.248
H 1.693 -1.797 -1.599
H 1.246 1.847 0.241
H -0.968 0.666 -1.217
H -0.078 2.045 -1.914
H -1.973 3.004 -0.819
H -0.620 3.293 0.282
H -2.383 2.508 1.691
H -4.081 -0.814 0.459
H -2.364 -0.890 0.869

***

2.
43
Properties=species:S:1:pos:R:3 method="wB97M-V/def2-TZVPD" total_energy_ha=-1165.0500 homo_ev=-7.711 smiles=C1CCC(CCCCNc2nnc3n2CCS3)CC1 gap_ev=8.22
N -2.502 4.044 -1.200
N -2.351 2.682 -1.070
S -1.308 5.946 -2.858
C -1.701 4.397 -2.148
C -1.425 2.267 -1.908
N -0.964 3.358 -2.582
N -0.995 0.929 -1.920
C -0.079 5.098 -3.902
C -0.170 3.570 -3.782
C 0.352 0.564 -2.320
C 0.485 -0.952 -2.143
C 0.153 -3.086 4.410
C 1.042 -1.354 -0.762
C 1.246 -3.460 3.421
C -0.120 -1.600 4.262
C -0.032 -1.219 0.393
C 0.824 -3.119 1.954
C -0.547 -1.202 2.858
C 0.506 -1.611 1.812
H -1.455 0.345 -1.240
H 0.925 5.414 -3.577
H -0.219 5.470 -4.935
H -0.672 3.170 -4.648
H 0.791 3.116 -3.734
H 0.549 0.833 -3.378
H 1.069 1.093 -1.718
H -0.472 -1.404 -2.311
H 1.142 -1.268 -2.935
H 0.467 -3.316 5.435
H -0.793 -3.686 4.242
H 1.938 -0.772 -0.505
H 1.325 -2.398 -0.836
H 1.439 -4.548 3.507
H 2.152 -2.925 3.728
H 0.784 -1.040 4.562
H -0.925 -1.291 4.923
H -0.893 -1.846 0.069
H -0.372 -0.176 0.474
H 1.644 -3.414 1.270
H -0.074 -3.726 1.718
H -1.522 -1.656 2.616
H -0.673 -0.142 2.811
H 1.431 -1.084 1.946

***

3.
51
Properties=species:S:1:pos:R:3 method="wB97M-V/def2-TZVPD" charge=-2 total_energy_ha=-2670.3251 homo_ev=-0.007 gap_ev=4.31
Pd 1.727 -0.934 1.196
S 1.790 0.715 3.068
C 2.752 1.957 2.323
C 2.914 3.167 3.091
N 3.018 4.121 3.733
C 3.353 1.874 1.098
S 3.272 0.521 0.005
C 4.131 2.996 0.631
N 4.755 3.877 0.224
C 4.303 -2.924 0.858
N 3.282 -3.093 -0.149
C 3.577 -2.958 -1.507
C 2.465 -2.615 -2.167
N 1.416 -2.544 -1.259
C 1.939 -2.621 0.068
S 0.968 -3.205 1.427
H 5.104 -2.277 0.489
H 4.721 -3.889 1.168
H 3.862 -2.439 1.727
H 4.562 -3.171 -1.890
H 2.322 -2.453 -3.223
H 0.634 -1.911 -1.364
C -4.513 0.191 0.376
N -3.256 -0.509 0.298
C -3.022 -1.491 1.349
P -1.933 0.126 -0.489
O -0.916 -0.928 -0.651
N -1.489 1.518 0.316
C -1.587 1.431 1.785
C -0.099 1.892 -0.052
N -2.486 0.715 -1.956
C -2.178 -0.041 -3.155
C -2.825 2.098 -2.208
H -4.614 0.778 1.300
H -5.342 -0.526 0.347
H -4.623 0.865 -0.473
H -3.160 -1.052 2.345
H -2.007 -1.884 1.273
H -3.724 -2.325 1.238
H -2.623 1.273 2.085
H -1.244 2.378 2.203
H -0.945 0.650 2.201
H 0.003 1.920 -1.139
H 0.611 1.166 0.355
H 0.125 2.879 0.355
H -1.761 -1.008 -2.884
H -1.441 0.491 -3.769
H -3.079 -0.200 -3.760
H -2.929 2.636 -1.269
H -3.764 2.168 -2.771
H -2.044 2.596 -2.797

***

4.
48
Properties=species:S:1:pos:R:3 method="wB97M-V/def2-TZVPD" total_energy_ha=-1546.0125 homo_ev=-9.567 smiles="CO[P@](=O)(O)Oc1cccnc1.CCOC(C)=O.CCOC(C)=O" gap_ev=10.09
C -0.831 0.000 0.179
O -0.090 -1.234 0.068
P 0.586 -2.010 1.277
O 0.905 -3.392 0.966
O -0.389 -1.866 2.523
O 1.912 -1.193 1.662
C 1.861 0.151 1.991
C 2.127 1.100 1.027
C 2.068 2.430 1.396
C 1.764 2.744 2.711
N 1.523 1.824 3.641
C 1.575 0.543 3.288
H -0.804 0.416 1.185
H -0.386 0.726 -0.499
H -1.861 -0.196 -0.112
H -1.112 -1.222 2.469
H 2.354 0.801 0.011
H 2.244 3.217 0.676
H 1.710 3.781 3.025
H 1.383 -0.210 4.045
O 1.144 3.358 -1.479
C 1.953 3.495 -2.358
O 1.617 4.254 -3.418
C 2.547 4.625 -4.444
C 2.656 3.573 -5.526
C 3.287 2.787 -2.346
H 3.518 4.870 -4.011
H 2.139 5.548 -4.852
H 3.057 2.636 -5.140
H 3.313 3.922 -6.323
H 1.673 3.369 -5.950
H 3.157 1.806 -2.803
H 3.596 2.649 -1.313
H 4.077 3.314 -2.874
O -3.232 -1.422 2.111
C -3.533 -2.510 1.680
O -4.538 -3.174 2.269
C -5.054 -4.403 1.740
C -4.267 -5.603 2.221
C -2.738 -3.146 0.571
H -5.108 -4.357 0.652
H -6.077 -4.444 2.110
H -3.237 -5.577 1.867
H -4.729 -6.522 1.859
H -4.249 -5.628 3.310
H -1.892 -3.658 1.033
H -2.350 -2.338 -0.040
H -3.268 -3.838 -0.076